Record 1
The following is a quantum chemistry calculation of a molecular structure, C17H18HgN2O3 at a distorted geometry, from the Open Molecules 2025 dataset.

Element x y z (Å)
C 1.602 -3.339 2.365
C 0.674 -2.538 2.461
C -0.343 -1.624 2.044
C -1.761 -1.952 1.932
C -2.656 -1.000 1.484
C -2.226 0.367 1.075
N -3.096 1.288 0.606
C -3.756 0.848 -0.450
C -2.999 0.358 -1.682
C -5.277 0.775 -0.503
C -0.802 0.658 1.220
C 0.076 -0.299 1.685
C 1.503 0.305 1.745
O 2.455 -0.170 2.306
N 1.336 1.467 1.047
O 2.414 2.183 0.628
C 2.448 2.321 -0.811
C 2.273 0.999 -1.599
C 3.127 -0.202 -1.074
C 3.660 -1.126 -2.241
C 0.019 1.958 0.888
O -0.378 3.026 0.568
H 2.482 -3.966 2.217
H -2.113 -2.959 2.199
H -3.733 -1.218 1.407
H -3.541 0.704 -2.588
H -3.022 -0.754 -1.731
H -1.964 0.744 -1.738
H -5.732 1.068 0.459
H -5.556 -0.273 -0.738
H -5.643 1.393 -1.350
H 3.438 2.747 -1.057
H 1.704 3.072 -1.155
H 2.626 1.211 -2.633
H 1.208 0.703 -1.710
H 2.433 -0.856 -0.495
H 3.968 0.169 -0.459
H 3.488 -2.180 -1.930
H 4.745 -1.030 -2.400
H 3.049 -0.969 -3.146
Hg 3.870 -1.908 3.154

## Properties
Relative energy (zero: lowest compared OMol25 entry of this formula, charge and spin): 0.0 kcal per mole
Charge: +2
HOMO level: -14.81 eV
Gap between HOMO and LUMO: 3.465 eV
Largest force on an atom: 0.0738 Eh/bohr

Record 2
The following is a quantum chemistry calculation of 4 unconnected molecules or ions with the total composition C34H54BClO13P at a distorted geometry, from the Open Molecules 2025 dataset.

Element x y z (Å)
C -0.878 -1.129 3.465
C -1.014 -0.126 2.295
O -0.020 -0.518 1.324
C -0.225 0.120 0.117
O -0.713 1.231 0.090
C 0.115 -0.590 -1.180
C 1.625 -0.627 -1.582
C 2.627 -0.385 -0.447
C 2.978 1.095 -0.151
O 2.069 2.085 -0.561
P 2.723 3.545 0.178
Cl 0.631 4.409 0.209
B 2.887 4.592 -1.445
O 2.180 4.316 -2.595
C 3.871 5.861 -1.485
C 5.059 5.610 -2.454
O 4.355 2.946 0.219
C 4.418 1.618 -0.359
C 5.494 0.933 0.535
C 5.370 1.465 1.958
O 6.382 1.704 2.593
C 5.017 1.794 -1.795
C 4.132 1.402 -2.990
C 4.374 -0.104 -3.280
O 4.583 2.205 -4.097
C 3.808 2.025 -5.260
C 2.456 2.709 -5.255
C 2.269 4.017 -5.639
C 1.010 4.546 -5.609
C -0.091 3.836 -5.212
C 0.079 2.517 -4.857
C 1.344 1.993 -4.884
H 0.040 -0.855 3.983
H -1.761 -0.995 4.101
H -0.818 -2.125 3.016
H -2.020 -0.115 1.872
H -0.736 0.850 2.697
H -0.422 -0.064 -1.970
H -0.301 -1.605 -1.177
H 1.759 0.026 -2.442
H 1.811 -1.646 -1.946
H 2.238 -0.825 0.475
H 3.579 -0.898 -0.616
H 2.896 1.135 0.957
H 3.178 4.771 0.838
H 2.403 3.139 1.515
H 2.401 5.010 -3.228
H 4.256 6.126 -0.501
H 3.278 6.696 -1.895
H 5.838 5.035 -1.945
H 5.500 6.544 -2.814
H 4.737 5.001 -3.309
H 6.470 1.243 0.163
H 5.373 -0.157 0.502
H 4.390 1.603 2.450
H 5.340 2.828 -1.923
H 5.920 1.175 -1.870
H 3.074 1.627 -2.830
H 3.523 -0.569 -3.782
H 5.211 -0.122 -3.993
H 4.719 -0.644 -2.401
H 3.654 0.974 -5.542
H 4.383 2.476 -6.079
H 3.129 4.608 -5.940
H 0.862 5.582 -5.906
H -1.091 4.251 -5.170
H -0.732 1.874 -4.535
H 1.480 0.947 -4.611
O -1.153 -5.426 -0.730
C -1.910 -4.546 -0.445
O -1.842 -3.303 -0.979
C -2.818 -2.446 -0.356
C -3.868 -3.388 0.209
C -3.040 -4.616 0.565
H -2.320 -1.860 0.419
H -3.228 -1.766 -1.100
H -4.418 -2.967 1.049
H -4.590 -3.645 -0.569
H -2.620 -4.548 1.571
H -3.604 -5.539 0.451
O -5.159 -4.458 4.268
C -5.760 -5.283 3.646
O -6.453 -4.995 2.516
C -7.152 -6.167 2.062
C -6.408 -7.342 2.677
C -5.910 -6.750 3.991
H -8.188 -6.106 2.404
H -7.142 -6.194 0.975
H -7.028 -8.229 2.796
H -5.556 -7.609 2.050
H -6.645 -6.850 4.791
H -4.958 -7.175 4.298
O -2.473 -0.509 5.847
C -3.661 -0.440 5.728
O -4.381 0.662 6.064
C -5.782 0.395 5.906
C -5.861 -0.765 4.924
C -4.583 -1.535 5.238
H -6.199 0.140 6.883
H -6.279 1.289 5.534
H -6.770 -1.355 5.026
H -5.819 -0.386 3.901
H -4.727 -2.260 6.039
H -4.173 -2.024 4.360

## Properties
Charge: -1
HOMO level: -3.97 eV
Gap between HOMO and LUMO: 5.399 eV
Largest force on an atom: 0.0413 Eh/bohr

Record 3
The following is a quantum chemistry calculation of a gas-phase ion, C10H13ClN (charge +1) at a distorted geometry, from the Open Molecules 2025 dataset.

Element x y z (Å)
N -2.282 -1.064 1.430
C -1.896 -0.134 0.429
C -0.723 -0.380 -0.208
C -0.071 -1.649 -0.037
C 0.742 -2.120 -1.025
C 0.862 -1.336 -2.226
C 0.425 -0.098 -2.360
C -0.009 0.558 -1.117
C 1.173 1.095 -0.356
C 0.700 1.816 0.922
C 1.578 2.140 1.846
Cl 1.225 3.075 3.215
H -2.991 -0.735 2.074
H -1.521 -0.940 2.088
H -2.541 -2.036 1.096
H -2.454 0.730 0.189
H -0.385 -2.024 0.894
H 1.067 -3.053 -0.904
H 1.149 -1.875 -3.211
H 0.566 0.419 -3.261
H -0.622 1.492 -1.210
H 1.691 1.883 -0.989
H 1.941 0.320 -0.010
H -0.268 2.094 0.831
H 2.643 1.823 1.901

## Properties
Relative energy (zero: lowest compared OMol25 entry of this formula, charge and spin): 37.8 kcal per mole
Charge: +1
HOMO level: -12.21 eV
Gap between HOMO and LUMO: 8.144 eV
Largest force on an atom: 0.0920 Eh/bohr

Record 4
The following is a quantum chemistry calculation of a molecular structure, C18H27Br2N3PRhS at a distorted geometry, from the Open Molecules 2025 dataset.

Element x y z (Å)
Rh 0.081 -0.141 -1.281
Br 2.090 -1.001 0.654
C 2.903 -0.550 -0.994
C 4.263 -0.405 -1.126
C 4.739 -0.093 -2.395
C 3.848 0.061 -3.447
C 2.497 -0.092 -3.212
N 2.038 -0.401 -1.990
H 4.916 -0.533 -0.276
H 5.803 0.023 -2.558
H 4.190 0.305 -4.443
H 1.758 0.014 -3.995
Br -1.329 0.599 -3.027
C -2.556 3.231 1.663
C -1.858 1.916 1.965
N -0.440 2.105 2.316
C 0.576 2.163 1.472
S 0.345 2.026 -0.252
N 1.804 2.411 1.907
C 2.177 2.737 3.292
C 2.021 4.218 3.607
H -3.614 3.049 1.472
H -2.128 3.707 0.781
H -2.480 3.917 2.507
H -1.913 1.248 1.109
H -2.327 1.419 2.814
H -0.262 2.351 3.279
H 2.496 2.570 1.192
H 3.212 2.427 3.418
H 1.582 2.124 3.969
H 2.701 4.818 3.002
H 2.255 4.398 4.656
H 1.003 4.564 3.420
C 0.431 -3.799 -0.768
P -0.483 -2.439 -1.525
C -0.676 -2.869 -3.268
C -2.116 -2.415 -0.787
C -2.261 -1.747 0.435
C -3.515 -1.618 1.010
C -4.624 -2.148 0.366
C -4.479 -2.832 -0.834
C -3.229 -2.965 -1.420
H -0.213 -4.677 -0.826
H 0.656 -3.589 0.276
H 1.358 -3.991 -1.310
H -0.858 -3.939 -3.381
H 0.226 -2.604 -3.820
H -1.508 -2.297 -3.673
H -1.384 -1.352 0.942
H -3.632 -1.107 1.958
H -5.608 -2.032 0.801
H -5.346 -3.257 -1.323
H -3.126 -3.505 -2.352

## Properties
Relative energy (zero: lowest compared OMol25 entry of this formula, charge and spin): 20.6 kcal per mole
Charge: +2
HOMO level (alpha / beta): -14.57 / -14.57 eV
Gap between HOMO and LUMO (alpha / beta): 6.458 / 6.457 eV
Largest force on an atom: 0.0593 Eh/bohr

Record 5
The following is a quantum chemistry calculation of C10H12OS in the gas phase at a distorted geometry, from the Open Molecules 2025 dataset.

Element x y z (Å)
C 2.671 1.323 0.702
C 1.495 0.403 0.433
C 1.355 -0.405 -0.781
C 0.373 0.692 1.122
C -0.886 -0.007 0.999
C -1.091 -1.341 1.039
C -2.395 -1.849 0.747
C -3.271 -1.329 -0.141
C -3.190 -0.112 -0.934
C -2.700 1.025 -0.502
O -2.531 2.093 -1.316
S -2.247 1.255 1.259
H 2.835 1.756 -0.260
H 2.273 1.973 1.421
H 3.569 0.881 1.093
H 1.400 0.352 -1.579
H 2.063 -1.103 -1.143
H 0.407 -0.872 -0.944
H 0.410 1.382 1.954
H -0.260 -2.061 1.204
H -2.467 -2.874 0.956
H -4.252 -1.732 -0.229
H -3.538 -0.065 -1.998
H -2.215 2.830 -0.733

## Properties
Relative energy (zero: lowest compared OMol25 entry of this formula, charge and spin): 60.3 kcal per mole
HOMO level: -8.15 eV
Gap between HOMO and LUMO: 8.422 eV
Largest force on an atom: 0.0487 Eh/bohr

Repeat the first record exactly.
The following is a quantum chemistry calculation of a molecular structure, C17H18HgN2O3 at a distorted geometry, from the Open Molecules 2025 dataset.

Element x y z (Å)
C 1.602 -3.339 2.365
C 0.674 -2.538 2.461
C -0.343 -1.624 2.044
C -1.761 -1.952 1.932
C -2.656 -1.000 1.484
C -2.226 0.367 1.075
N -3.096 1.288 0.606
C -3.756 0.848 -0.450
C -2.999 0.358 -1.682
C -5.277 0.775 -0.503
C -0.802 0.658 1.220
C 0.076 -0.299 1.685
C 1.503 0.305 1.745
O 2.455 -0.170 2.306
N 1.336 1.467 1.047
O 2.414 2.183 0.628
C 2.448 2.321 -0.811
C 2.273 0.999 -1.599
C 3.127 -0.202 -1.074
C 3.660 -1.126 -2.241
C 0.019 1.958 0.888
O -0.378 3.026 0.568
H 2.482 -3.966 2.217
H -2.113 -2.959 2.199
H -3.733 -1.218 1.407
H -3.541 0.704 -2.588
H -3.022 -0.754 -1.731
H -1.964 0.744 -1.738
H -5.732 1.068 0.459
H -5.556 -0.273 -0.738
H -5.643 1.393 -1.350
H 3.438 2.747 -1.057
H 1.704 3.072 -1.155
H 2.626 1.211 -2.633
H 1.208 0.703 -1.710
H 2.433 -0.856 -0.495
H 3.968 0.169 -0.459
H 3.488 -2.180 -1.930
H 4.745 -1.030 -2.400
H 3.049 -0.969 -3.146
Hg 3.870 -1.908 3.154

## Properties
Relative energy (zero: lowest compared OMol25 entry of this formula, charge and spin): 0.0 kcal per mole
Charge: +2
HOMO level: -14.81 eV
Gap between HOMO and LUMO: 3.465 eV
Largest force on an atom: 0.0738 Eh/bohr